The following is a quantum chemistry calculation of a molecular structure, C6H12BCdCl2INO2 at a distorted geometry, from the Open Molecules 2025 dataset.

Atoms and positions in Å:
1 C -1.873 2.593 -1.592
2 C -0.704 1.639 -1.448
3 Cl 0.304 1.773 -2.999
4 C -1.017 0.165 -1.252
5 Cl -2.740 -0.228 -1.411
6 B -0.353 -0.269 0.203
7 I -1.392 0.882 1.830
8 O 1.061 -0.038 0.076
9 C 1.638 -1.351 -0.013
10 C 0.725 -2.157 0.895
11 C 1.080 -2.169 2.402
12 N 1.301 -0.902 3.030
13 O -0.534 -1.630 0.594
14 H -1.498 3.606 -1.433
15 H -2.322 2.515 -2.573
16 H -2.617 2.417 -0.830
17 H -0.041 2.002 -0.676
18 H -0.523 -0.428 -2.010
19 H 1.542 -1.673 -1.045
20 H 2.669 -1.332 0.322
21 H 0.739 -3.211 0.615
22 H 1.981 -2.773 2.481
23 H 0.270 -2.676 2.912
24 H 0.458 -0.448 3.351
25 H 1.882 -0.270 2.496
26 Cd -0.036 3.961 -3.925

For the largest force on an atom, the calculation gives 0.036 hartree/bohr. Its total energy is -50378.9303 eV. The lowest unoccupied orbital energy is -8.414 eV. Its total charge is +1.